P.
This record from OMol25 describes one molecule with the formula C5H7FS2. The level of theory is the ωB97M-V functional and the def2-TZVPD basis.

Bonds (Å) are listed after each position.
Geometry (Å):
1 C -0.93 0.57 1.84  C2 1.529, H9 1.093, H10 1.117, H11 1.086
2 C -0.50 -0.45 0.78  C1 1.529, C3 1.572, H12 1.096, H13 1.077
3 C 0.76 0.12 0.04  C2 1.572, F4 1.395, C5 1.479, H14 1.078
4 F 1.84 -0.13 0.87  C3 1.395
5 C 0.82 -0.61 -1.25  C3 1.479, S6 1.710, C7 1.476
6 S 1.70 -2.07 -1.41  C5 1.710
7 C 0.32 -0.01 -2.50  C5 1.476, S8 1.637, H15 1.059
8 S -0.69 1.28 -2.51  C7 1.637
9 H -1.13 1.55 1.41  C1 1.093
10 H -1.85 0.22 2.36  C1 1.117
11 H -0.19 0.77 2.62  C1 1.086
12 H -1.32 -0.59 0.07  C2 1.096
13 H -0.28 -1.44 1.13  C2 1.077
14 H 0.71 1.19 -0.06  C3 1.078
15 H 0.74 -0.41 -3.38  C7 1.059

Values from the calculation:
**Frontier orbital gap**: 7.0 eV
**LUMO**: -2.3 eV
**Charge**: 0
**Highest occupied orbital energy**: -9.28 eV
**SMILES**: CC[C@@H](F)C(=S)C=S

=====

Q.
This record from OMol25 describes one molecule with the formula C5H7FS2. The level of theory is the ωB97M-V functional and the def2-TZVPD basis.

Bonds (Å) are listed after each position.
Geometry (Å):
1 F 1.75 -1.73 -0.14  C2 1.390
2 C 1.36 -0.59 0.54  F1 1.390, C3 1.567, C7 1.559, H9 1.094
3 C 0.28 -0.95 1.62  C2 1.567, C4 1.541, H10 1.105, H11 1.085
4 C -0.92 -0.31 0.90  C3 1.541, S5 1.819, C6 1.502, H12 1.093
5 S -2.06 1.11 0.77  C4 1.819, C6 1.783
6 C -0.30 1.00 0.50  C4 1.502, S5 1.783, C7 1.535, H13 1.090
7 C 0.83 0.52 -0.42  C2 1.559, C6 1.535, S8 1.814, H14 1.103
8 S 0.32 0.09 -2.11  C7 1.814, H15 1.370
9 H 2.29 -0.25 1.01  C2 1.094
10 H 0.48 -0.50 2.61  C3 1.105
11 H 0.14 -2.02 1.63  C3 1.085
12 H -1.25 -0.87 0.02  C4 1.093
13 H 0.18 1.52 1.33  C6 1.090
14 H 1.59 1.31 -0.54  C7 1.103
15 H 1.25 -0.91 -2.22  S8 1.370

Values from the calculation:
**Frontier orbital gap**: 9.7 eV
**LUMO**: 0.7 eV
**Charge**: 0
**Highest occupied orbital energy**: -9.05 eV
**SMILES**: F[C@@H]1C[C@H]2S[C@@H]2[C@@H]1S

=====

The computed energies, referenced to the most stable structure and given in kcal/mol, are P 0.0; Q 29.3.